(1)
Below is C12H18BF2MnO4S as an isolated structure, with properties calculated with wB97M-V/def2-TZVPD.

Summary:
- molar mass (g mol⁻¹) = 362.085
- charge = 0
- relative energy (zero: lowest compared OMol25 entry of this formula, charge and spin) (kJ/mol) = 0.0
- gap between HOMO and LUMO (spin up / spin down) (eV) = 8.14 / 8.13
- lowest unoccupied orbital energy (spin up / spin down) (eV) = 0.4 / 0.4
- HOMO (spin up / spin down) (eV) = -7.76 / -7.76

Geometry as XYZ:
```
39
Properties=species:S:1:pos:R:3:forces:R:3
Mn -0.601871 -0.204884 -0.177976 0.453 0.802 0.943
C 1.504674 -2.416606 0.985264 -0.018 0.005 0.039
C 1.182194 -1.014898 0.525570 0.170 0.029 -0.111
C 1.368925 -0.656689 -0.828085 -0.227 -0.116 -0.198
C 1.851828 -1.673520 -1.833792 -0.010 -0.001 0.024
C 1.017851 0.653184 -1.267464 -0.207 -0.047 -0.128
C 1.199380 1.043348 -2.717144 -0.018 -0.045 -0.014
C 0.460482 1.583512 -0.361847 0.175 -0.025 -0.195
C -0.061734 2.907147 -0.857631 -0.015 0.013 0.053
C 0.395105 1.258034 1.022685 -0.163 -0.031 -0.020
C -0.143548 2.287214 1.984898 -0.021 -0.042 0.034
C 0.710960 -0.039358 1.458674 0.009 -0.118 0.031
C 0.432400 -0.466351 2.877481 -0.025 0.038 -0.002
H 2.408709 -2.784178 0.502902 0.004 -0.005 -0.001
H 0.692389 -3.111262 0.762779 -0.002 -0.003 0.001
H 1.677659 -2.449168 2.057301 0.001 -0.001 -0.002
H 2.927319 -1.575067 -2.006527 0.000 -0.002 -0.003
H 1.350162 -1.554364 -2.792316 0.007 -0.001 0.003
H 1.661051 -2.688409 -1.497369 -0.003 -0.009 -0.001
H 1.487167 2.089713 -2.797639 -0.007 0.009 -0.001
H 0.287133 0.904047 -3.301766 0.010 -0.001 -0.012
H 1.986540 0.458186 -3.186066 -0.002 -0.002 0.005
H 0.690890 3.695811 -0.766126 -0.008 0.003 -0.001
H -0.940396 3.212395 -0.292750 0.006 0.002 -0.004
H -0.359424 2.846467 -1.900967 0.000 0.001 -0.010
H 0.092651 3.291917 1.641899 0.002 0.000 0.003
H 0.298459 2.169955 2.971564 -0.001 -0.002 -0.002
H -1.228341 2.210267 2.082526 -0.001 0.010 0.005
H 1.355193 -0.520678 3.460820 -0.001 0.007 0.004
H -0.040439 -1.445883 2.894055 0.005 -0.003 0.005
H -0.244883 0.218514 3.379620 -0.003 -0.009 -0.003
O -3.906497 -0.777616 1.943298 0.001 0.033 -0.011
S -2.977433 -0.698541 0.880590 0.050 0.028 0.058
O -3.769279 -1.266940 -0.421486 -0.057 -0.247 -0.007
O -2.489246 0.624164 0.472489 -0.062 0.022 -0.144
O -1.786558 -1.572612 0.938420 -0.177 -0.170 -0.353
F -2.347068 -0.450198 -2.080352 0.413 -0.327 -0.122
B -3.064044 -1.461256 -1.575806 -0.249 0.075 0.413
F -3.078361 -2.625399 -2.179726 -0.030 0.132 -0.277
```
Positions in Å, forces in eV/Å.

Charge distribution, Mulliken scheme, values in e:
1 Mn 0.139
2 C -2.409
3 C 1.204
4 C 1.179
5 C -2.435
6 C 1.230
7 C -2.345
8 C 1.024
9 C -2.572
10 C 1.521
11 C -2.499
12 C 1.129
13 C -2.736
14 H 0.504
15 H 0.374
16 H 0.483
17 H 0.342
18 H 0.517
19 H 0.507
20 H 0.492
21 H 0.339
22 H 0.517
23 H 0.347
24 H 0.485
25 H 0.517
26 H 0.491
27 H 0.545
28 H 0.381
29 H 0.378
30 H 0.536
31 H 0.538
32 O -0.609
33 S 1.274
34 O -0.436
35 O -0.616
36 O -0.629
37 F -0.210
38 B 0.704
39 F -0.201

(2)
Below is C12H18BrNNiO2PTe as an isolated structure, with properties calculated with wB97M-V/def2-TZVPD.

Summary:
- molar mass (g mol⁻¹) = 505.452
- charge = -1
- 2S+1 = 3
- relative energy (zero: lowest compared OMol25 entry of this formula, charge and spin) (kJ/mol) = 0.0
- expectation value of S² = 2.02
- gap between HOMO and LUMO (spin up / spin down) (eV) = 5.45 / 5.48
- lowest unoccupied orbital energy (spin up / spin down) (eV) = 2.6 / 2.6
- HOMO (spin up / spin down) (eV) = -2.87 / -2.90

Geometry as XYZ:
```
37
Properties=species:S:1:pos:R:3:forces:R:3
Ni 2.309085 -0.258652 -0.601405 -0.307 -0.179 0.213
Br 2.290374 -3.311139 1.676260 -0.168 0.109 -0.231
C 1.467310 -1.672961 2.170055 0.129 -0.468 0.174
C 0.699166 -1.675552 3.336446 0.421 1.211 -0.490
C 0.236164 -0.437235 3.772465 0.021 -0.509 0.160
C 0.554840 0.704943 3.057561 -0.349 0.002 0.900
C 1.334643 0.568051 1.936721 -0.325 1.094 -0.890
N 1.737552 -0.603331 1.436646 0.202 -0.368 1.002
C 1.665303 1.810844 1.069225 0.064 -0.301 0.820
O 1.106157 2.863276 1.337336 -0.376 0.521 0.406
O 2.509706 1.585515 0.179691 0.795 -0.004 -0.835
H 0.538913 -2.567927 3.894834 -0.108 -0.500 0.142
H -0.366989 -0.396298 4.673643 -0.003 0.103 -0.074
H 0.152271 1.675356 3.356533 0.432 -0.233 -0.282
Te 2.828881 -1.480844 -2.563057 0.451 -0.285 -0.374
C -0.948623 2.083733 -3.072765 -0.481 -0.083 -0.690
C 0.335387 1.571223 -2.456389 0.033 -1.000 -0.184
P 0.123096 0.227119 -1.210629 0.504 -0.121 -0.285
C -0.810756 -1.154622 -1.996639 -0.864 0.782 -0.001
C -0.675729 -2.450597 -1.171378 0.130 0.329 -0.300
C -1.146753 0.929456 -0.110072 -0.658 0.712 0.302
C -1.666310 -0.025217 0.952701 -0.383 0.079 -0.412
H -0.742884 2.618852 -4.017575 -0.168 -0.285 0.300
H -1.505423 2.765288 -2.443933 0.054 0.298 0.349
H -1.662004 1.255059 -3.271567 0.502 0.369 -0.185
H 0.962871 2.321022 -1.987578 -0.065 0.310 0.196
H 0.985996 1.100748 -3.209136 -0.208 0.078 0.111
H -0.387647 -1.280412 -2.988839 0.182 -0.162 -0.106
H -1.864649 -0.783177 -2.154715 0.707 -0.619 0.339
H 0.354868 -2.813125 -1.304296 -0.378 -0.102 -0.109
H -1.422056 -3.192844 -1.488550 0.311 0.070 0.102
H -0.785738 -2.259760 -0.103044 -0.184 -0.078 -0.026
H -1.989672 1.228860 -0.752120 0.105 0.059 0.170
H -0.792672 1.834729 0.404080 0.174 -0.153 -0.466
H -2.283394 -0.772086 0.476500 -0.213 -0.433 0.049
H -2.275961 0.490262 1.687668 -0.151 0.191 0.113
H -0.865334 -0.498564 1.485317 0.172 -0.436 0.092
```
Positions in Å, forces in eV/Å.

Charge distribution, Mulliken scheme, values in e:
1 Ni -0.320
2 Br -0.110
3 C 0.038
4 C -0.457
5 C -0.339
6 C -0.587
7 C 0.761
8 N -0.236
9 C 0.285
10 O -0.731
11 O -0.669
12 H 0.475
13 H 0.385
14 H 0.415
15 Te -0.766
16 C -1.230
17 C -0.567
18 P 0.822
19 C -0.534
20 C -1.070
21 C -0.596
22 C -1.463
23 H 0.378
24 H 0.294
25 H 0.268
26 H 0.407
27 H 0.366
28 H 0.510
29 H 0.517
30 H 0.117
31 H 0.378
32 H 0.181
33 H 0.647
34 H 0.412
35 H 0.488
36 H 0.328
37 H 0.203

(3)
Below is C12H18Cl2N2Os as an isolated structure, with properties calculated with wB97M-V/def2-TZVPD.

Summary:
- molar mass (g mol⁻¹) = 451.426
- charge = 0
- 2S+1 = 5
- relative energy (zero: lowest compared OMol25 entry of this formula, charge and spin) (kJ/mol) = 244.9
- expectation value of S² = 6.02
- gap between HOMO and LUMO (spin up / spin down) (eV) = 6.50 / 6.83
- lowest unoccupied orbital energy (spin up / spin down) (eV) = 0.5 / -1.1
- HOMO (spin up / spin down) (eV) = -5.98 / -7.94

Geometry as XYZ:
```
35
Properties=species:S:1:pos:R:3:forces:R:3
Os -0.698813 0.794836 -0.086922 -1.085 -4.637 10.867
Cl 1.140159 1.884408 0.925288 -0.172 0.113 0.037
Cl -2.666243 -0.420284 -0.545479 0.038 -0.012 -0.166
C -1.363665 2.200386 -0.962089 -3.117 6.349 -5.158
H -2.316753 2.265118 -1.559588 0.849 -0.231 0.954
H -0.870686 3.189596 -0.944049 -0.183 -0.486 0.165
C 0.430592 -0.124233 -1.399694 3.599 -4.326 -0.671
C -0.290983 1.112287 -1.917253 0.957 2.184 -5.323
H 0.364816 -0.997229 -0.580664 0.140 1.424 -1.488
C 0.741699 2.128188 -2.491541 -0.040 0.747 0.891
H -0.852736 0.669382 -2.732340 -0.916 0.468 -0.228
C 1.855080 1.655535 -3.431181 -0.434 0.078 -0.139
H 0.177947 2.980622 -2.892266 0.081 -0.349 -0.397
H 1.205860 2.561385 -1.599644 0.205 -0.118 -0.076
C 2.466770 0.357725 -2.907779 0.466 -0.247 0.453
H 1.446101 1.494146 -4.446085 0.166 -0.014 0.326
H 2.587573 2.485080 -3.502553 -0.251 -0.545 -0.035
C 1.317697 -0.612885 -2.509494 0.388 -1.063 -0.950
H 3.098749 -0.121911 -3.689398 -0.373 0.267 0.522
H 3.113577 0.561368 -2.020356 -0.437 -0.145 -0.579
H 0.713135 -0.693171 -3.458190 0.208 -0.174 0.635
H 1.694359 -1.653085 -2.291989 -0.213 1.112 -0.180
N -1.338930 -2.846141 5.169485 0.258 0.926 -0.915
C -1.108620 -2.060292 4.045166 -0.096 -0.850 0.617
C -1.090011 -0.661861 4.121105 0.083 0.676 -0.571
C -0.881653 0.085596 2.952829 0.019 -0.873 0.459
N -0.706903 -0.489322 1.741340 -0.137 -0.489 0.959
C -0.740515 -1.833677 1.667537 -0.161 -0.271 0.999
C -0.895885 -2.657470 2.789052 0.015 0.534 -0.759
H -1.509669 -2.416430 6.061129 0.020 -0.081 -0.094
H -1.359152 -3.844983 5.101531 -0.008 -0.006 -0.009
H -1.239159 -0.158080 5.083698 0.062 -0.157 -0.500
H -0.854341 1.175140 2.974898 0.045 -0.306 0.013
H -0.684282 -2.265244 0.667326 0.085 0.071 0.285
H -0.885113 -3.744498 2.668172 -0.062 0.428 0.056
```
Positions in Å, forces in eV/Å.

Charge distribution, Mulliken scheme, values in e:
1 Os 0.769
2 Cl -0.521
3 Cl -0.513
4 C -1.065
5 H 0.357
6 H 0.469
7 C -0.143
8 C 0.709
9 H -0.248
10 C -0.906
11 H 0.474
12 C -0.847
13 H 0.399
14 H 0.234
15 C -0.512
16 H 0.317
17 H 0.334
18 C -0.865
19 H 0.321
20 H 0.321
21 H 0.265
22 H 0.377
23 N -0.466
24 C 1.289
25 C -0.790
26 C -0.309
27 N -0.192
28 C -0.135
29 C -0.864
30 H 0.185
31 H 0.184
32 H 0.277
33 H 0.408
34 H 0.427
35 H 0.260

(4)
Below is C12H18Cl3N6O2STi as an isolated structure, with properties calculated with wB97M-V/def2-TZVPD.

Summary:
- molar mass (g mol⁻¹) = 464.609
- charge = +1
- 2S+1 = 3
- relative energy (zero: lowest compared OMol25 entry of this formula, charge and spin) (kJ/mol) = 0.0
- expectation value of S² = 2.01
- gap between HOMO and LUMO (spin up / spin down) (eV) = 7.14 / 6.62
- lowest unoccupied orbital energy (spin up / spin down) (eV) = -3.6 / -4.5
- HOMO (spin up / spin down) (eV) = -10.69 / -11.13

Geometry as XYZ:
```
43
Properties=species:S:1:pos:R:3:forces:R:3
Ti 0.058366 -0.044517 0.146297 -0.061 -1.533 -0.875
C 0.786554 4.202586 -0.116880 0.101 0.052 -0.042
C 0.889564 2.718971 -0.099080 0.795 0.062 0.028
N -0.132604 1.960615 -0.111027 -0.469 0.966 -0.056
N -1.396975 2.512873 -0.219419 0.295 -0.419 -0.194
C -2.062355 1.791698 -1.105190 -0.162 0.513 0.331
N -3.332104 2.166044 -1.334210 -0.020 -0.267 -0.252
S -1.380244 0.448468 -1.977159 0.057 0.098 0.261
C 2.167524 1.948454 -0.210541 -0.476 0.440 -0.130
C 3.406460 2.538910 -0.304391 0.286 0.196 0.069
C 4.523975 1.743539 -0.528046 -0.020 0.190 0.020
C 4.358099 0.380522 -0.650911 -0.025 -0.153 -0.003
C 3.080190 -0.139635 -0.537080 -0.029 -0.007 -0.004
N 2.000807 0.617680 -0.337174 0.986 0.186 -0.261
H 0.400168 4.525460 -1.086126 0.001 0.000 -0.007
H 0.064340 4.527558 0.630162 -0.021 -0.011 0.002
H 1.739563 4.692782 0.063461 -0.024 -0.033 -0.004
H -3.677113 3.013823 -0.917987 0.011 0.016 0.024
H -3.842758 1.738820 -2.085540 -0.020 0.036 0.027
H 3.502344 3.610237 -0.205363 0.041 -0.032 -0.010
H 5.506202 2.190780 -0.605741 -0.025 0.001 0.002
H 5.194488 -0.281307 -0.826416 -0.026 0.016 0.008
H 2.912347 -1.205815 -0.591748 0.003 -0.024 -0.005
N -2.419854 -3.780717 0.612680 -0.099 0.056 0.278
C -1.320555 -3.956209 -0.366257 -0.105 0.007 0.175
C -1.160354 -2.732799 -1.262667 0.123 0.202 -0.061
N 0.117605 -1.981245 -1.041409 -0.055 -0.036 -0.078
H -2.407464 -4.563747 1.258792 -0.014 -0.132 -0.022
H -3.314533 -3.845662 0.133091 0.047 0.081 0.008
H -2.517023 -2.579502 1.747112 0.159 0.378 0.030
H -1.512244 -4.835692 -0.981299 0.036 -0.048 -0.016
H -0.409370 -4.156998 0.197565 0.029 0.060 0.028
H -1.989442 -2.049387 -1.091674 0.007 0.045 -0.008
H -1.202000 -3.023059 -2.309610 -0.018 -0.081 -0.041
H 0.539281 -1.784756 -1.944907 -0.029 -0.001 0.032
H 0.771202 -2.569247 -0.531242 -0.003 0.000 -0.047
Cl -0.345465 1.325620 2.908122 -0.033 0.202 0.095
C -1.296042 -0.002863 3.308012 -0.412 -0.625 -0.937
Cl 1.155690 -1.462727 1.714981 0.060 0.009 0.175
Cl -1.543817 -0.406553 4.894550 -0.044 -0.079 0.383
C -1.812274 -0.844668 2.207080 0.059 0.756 0.307
O -2.450660 -1.901647 2.550929 0.036 -0.507 -0.242
O -1.649519 -0.506689 1.006260 -0.942 -0.585 1.010
```
Positions in Å, forces in eV/Å.

Charge distribution, Mulliken scheme, values in e:
1 Ti 0.102
2 C -1.492
3 C 0.437
4 N 0.777
5 N -1.393
6 C 0.573
7 N -0.421
8 S -0.419
9 C 0.962
10 C -0.918
11 C -0.411
12 C -1.011
13 C 0.179
14 N 0.601
15 H 0.309
16 H 0.355
17 H 0.444
18 H 0.240
19 H 0.213
20 H 0.290
21 H 0.454
22 H 0.413
23 H 0.394
24 N -0.657
25 C -0.829
26 C -0.408
27 N -0.381
28 H 0.298
29 H 0.257
30 H 0.482
31 H 0.373
32 H 0.426
33 H 0.206
34 H 0.376
35 H 0.338
36 H 0.252
37 Cl -0.086
38 C 0.411
39 Cl -0.456
40 Cl -0.080
41 C 0.520
42 O -0.490
43 O -0.231